*i*
{
  "formula": "ClHNO2P",
  "method": "ωB97M-V/def2-TZVPD",
  "elements": ["N", "O", "O", "P", "Cl", "H"],
  "coordinates": [[0.87771, 2.04263, 0.02043], [0.60654, 3.10149, -0.43220], [1.35284, -0.47150, 0.34660], [0.30990, 0.56266, 0.40671], [-2.01126, -2.13919, 0.02311], [-1.13572, -3.09609, -0.36465]],
  "lowdin_charge": [-0.31, 0.02, -0.48, 0.75, 0.19, -0.17],
  "orbital_gap_ev": [7.63, 7.85],
  "charge": 0,
  "e_homo_ev": [-9.609, -9.720],
  "e_lumo_ev": [-1.98, -1.87],
  "smiles": "O=NP=O.Cl"
}


*ii*
{
  "formula": "ClHNO2P",
  "method": "ωB97M-V/def2-TZVPD",
  "elements": ["N", "O", "O", "P", "Cl", "H"],
  "coordinates": [[-2.74476, -0.21033, -0.20599], [-2.12845, -0.93581, 0.56833], [-3.89110, -0.11773, -0.49706], [-0.50558, 0.64515, -1.73363], [0.68679, -0.84621, -1.61529], [-0.14958, 1.49060, -0.72597]],
  "lowdin_charge": [-0.30, 0.00, 0.08, 0.30, 0.12, -0.21],
  "orbital_gap_ev": [8.68, 6.84],
  "charge": 0,
  "e_homo_ev": [-10.013, -8.614],
  "e_lumo_ev": [-1.33, -1.77]
}


Most stable: *i*


*i*
{
  "formula": "CHNO3",
  "method": "ωB97M-V/def2-TZVPD",
  "elements": ["N", "O", "O", "H", "C", "O"],
  "coordinates": [[-0.28101, 0.10564, 1.44698], [-1.07925, -0.06237, 2.36849], [-0.67330, -0.21723, 0.26290], [-0.15736, -0.34915, -1.97113], [0.56936, 0.03471, -1.23722], [1.62156, 0.48839, -0.87002]],
  "lowdin_charge": [-0.21, -0.05, -0.16, 0.15, 0.11, 0.15],
  "orbital_gap_ev": 7.81,
  "charge": 0,
  "e_homo_ev": -9.132,
  "e_lumo_ev": -1.32
}


*ii*
{
  "formula": "CHNO3",
  "method": "ωB97M-V/def2-TZVPD",
  "elements": ["N", "C", "O", "O", "O", "H"],
  "coordinates": [[1.22744, -0.13891, -0.31248], [-1.01085, -0.08756, 0.06651], [-0.34571, -1.01231, 0.52714], [0.46299, 0.85150, -0.60628], [-2.02876, 0.34091, -0.27655], [1.69489, 0.04637, 0.60167]],
  "lowdin_charge": [0.13, -0.46, 0.09, -0.13, 0.26, 0.11],
  "orbital_gap_ev": 8.45,
  "charge": 0,
  "e_homo_ev": -10.467,
  "e_lumo_ev": -2.02
}


*iii*
{
  "formula": "CHNO3",
  "method": "ωB97M-V/def2-TZVPD",
  "elements": ["C", "N", "O", "O", "O", "H"],
  "coordinates": [[-0.39989, 0.70678, -0.61312], [0.95894, 1.29436, -1.10639], [-1.21781, 1.22685, 0.03090], [2.09318, 0.21133, 0.39372], [2.01324, 0.92278, -0.67436], [-0.50764, -0.24419, -1.06337]],
  "lowdin_charge": [-0.22, 0.11, 0.14, -0.05, -0.11, 0.12],
  "orbital_gap_ev": [9.55, 9.54],
  "charge": 0,
  "e_homo_ev": [-11.012, -11.011],
  "e_lumo_ev": [-1.46, -1.47]
}


Most stable: *ii*